Below is a molecular structure, C34H24MoN5O3S3Se, with properties calculated with the ωB97M-V functional and the def2-TZVPD basis.

Geometry as ORCA input:
```
! RIJCOSX wB97M-V def2-TZVPD def2/J DEFGRID3
* xyz 2 2
Mo 0.7671 -0.0068 0.5859
O 1.0144 0.1743 2.5578
N 2.0742 0.7385 3.1199
C 1.9871 1.1600 4.3939
C 3.0629 1.7393 5.0180
C 4.2676 1.8589 4.3195
C 4.3331 1.4308 3.0099
C 3.2079 0.8823 2.3927
S 3.1896 0.3410 0.7556
H 1.0243 1.0159 4.8599
H 2.9690 2.0881 6.0343
H 5.1380 2.2786 4.8005
H 5.2336 1.5081 2.4213
S 1.8941 0.1022 -6.4789
C 3.5500 0.1216 -6.8606
C 4.3460 0.1176 -5.7486
C 3.6130 0.0954 -4.5583
C 2.2479 0.0819 -4.7681
C 1.1829 0.0694 -3.8136
C 1.4365 -0.0135 -2.4284
N 0.4906 0.0228 -1.5028
C -0.8033 0.1192 -1.9057
C -1.1694 0.1395 -3.2735
C -2.5554 0.1529 -3.6207
C -3.5143 0.1527 -2.6676
C -3.1716 0.1590 -1.2806
C -4.1248 0.1522 -0.2698
C -3.7299 0.1592 1.0707
C -2.3413 0.1704 1.3396
N -1.4190 0.1566 0.3954
C -1.8061 0.1543 -0.9049
C -4.7011 0.1453 2.1222
C -6.0782 0.1311 1.9993
C -6.7370 0.1151 3.2316
C -5.8732 0.1162 4.2897
S -4.2403 0.1404 3.8049
C -0.1529 0.1303 -4.2215
H 3.8559 0.1418 -7.8883
H 5.4193 0.1304 -5.7922
H 4.0764 0.1020 -3.5896
H 2.4559 -0.1137 -2.0760
H -2.8105 0.1434 -4.6684
H -4.5614 0.1460 -2.9282
H -5.1682 0.1422 -0.5372
H -1.9843 0.2003 2.3624
H -6.6107 0.1332 1.0664
H -7.8055 0.1023 3.3407
H -6.1145 0.1013 5.3339
H -0.4070 0.1675 -5.2703
O 1.7888 2.3979 -1.4326
C 1.2130 2.8277 -0.4625
C 1.0014 4.2756 -0.0902
C 0.3329 4.2204 1.2771
C 0.0989 2.7465 1.5147
O -0.4649 2.2362 2.4550
N 0.6409 1.9978 0.4887
H 0.3737 4.7368 -0.8552
H 1.9562 4.8025 -0.0964
H -0.6239 4.7418 1.3241
H 0.9582 4.6281 2.0745
Se 0.7261 -2.3173 0.6234
C 0.6781 -4.2807 0.5704
C -0.1522 -4.9749 -0.2923
C -0.0727 -6.3661 -0.2565
N 0.7366 -7.0188 0.5452
C 1.5137 -6.3512 1.3670
C 1.5266 -4.9616 1.4274
H -0.8326 -4.4806 -0.9687
H -0.6840 -6.9754 -0.9046
H 2.1561 -6.9409 2.0027
H 2.1751 -4.4387 2.1135
*
```

Results
ΔE to the lowest compared entry with this formula, charge and spin (kcal/mol): 45.01
Orbital gap (alpha / beta) (eV): 4.2811 / 5.2261